(1)
Computed, not measured: C13H25FeN3O4 as an isolated structure at a distorted geometry, with the ωB97M-V functional and the def2-TZVPD basis.

Each line ends with the Mulliken charge.
Positions of all 46 atoms, in Å:
Fe -0.316 0.305 -0.722  1.503
C 0.446 -2.696 0.378  -0.415
C 1.472 -2.320 -0.695  -0.766
O 1.770 -0.930 -0.678  -0.185
C 2.758 -0.517 0.266  -0.482
C 2.650 1.007 0.370  -0.677
O 1.313 1.392 0.677  -0.248
C 1.016 1.435 2.076  -0.423
C -0.507 1.501 2.227  -0.772
O -1.149 0.422 1.562  -0.136
C -1.247 -0.803 2.291  -0.495
C -1.633 -1.877 1.268  -0.697
O -0.715 -1.882 0.179  -0.248
H 0.851 -2.543 1.385  0.333
H 0.178 -3.753 0.269  0.441
H 1.038 -2.502 -1.680  0.318
H 2.381 -2.916 -0.577  0.440
H 3.759 -0.799 -0.084  0.433
H 2.581 -0.986 1.243  0.301
H 2.869 1.460 -0.601  0.331
H 3.344 1.393 1.121  0.414
H 1.469 2.331 2.518  0.444
H 1.423 0.550 2.583  0.333
H -0.874 2.398 1.723  0.296
H -0.781 1.535 3.286  0.461
H -2.024 -0.722 3.060  0.430
H -0.296 -1.046 2.779  0.314
H -2.602 -1.623 0.829  0.329
H -1.687 -2.862 1.740  0.412
C -3.273 5.048 -1.544  -0.907
N -3.228 3.679 -2.011  -0.018
C -4.242 3.247 -2.952  -0.912
C -2.388 2.826 -1.556  0.642
N -1.626 2.034 -1.181  -0.688
H -3.331 5.716 -2.406  0.318
H -2.378 5.284 -0.972  0.344
H -4.156 5.212 -0.921  0.337
H -4.236 3.910 -3.818  0.334
H -5.231 3.288 -2.491  0.336
H -4.038 2.228 -3.273  0.306
C -0.839 -0.328 -5.566  -0.947
C -0.660 -0.254 -4.161  0.530
N -0.526 -0.199 -3.020  -0.584
H -1.130 -1.341 -5.848  0.315
H 0.087 -0.068 -6.081  0.310
H -1.623 0.365 -5.877  0.296

Properties
- total charge = +2
- HOMO energy (alpha / beta) (Eh) = -0.567 / -0.568
- expectation value of S² = 6.01
- multiplicity = 5
- orbital gap (alpha / beta) (eV) = 10.673 / 8.792

(2)
Computed, not measured: one molecule with the formula C2H6N2OS at a distorted geometry, with the ωB97M-V functional and the def2-TZVPD basis.

Each line ends with the Mulliken charge.
Positions of all 12 atoms, in Å:
H 1.902 0.787 -1.790  0.187
N 0.951 1.111 -1.410  -0.695
C 0.332 0.360 -0.504  0.608
N 0.666 -0.952 -0.040  -0.324
S -0.507 -2.045 0.762  -0.092
O -0.491 1.096 0.271  -0.325
C -0.513 2.532 0.012  -0.534
H 1.077 -1.341 -0.947  0.315
H 0.340 -2.373 1.723  0.147
H -0.262 2.623 -1.226  0.293
H -1.573 2.851 0.328  0.192
H 0.313 2.947 0.646  0.230

Properties
- SMILES string = [H]/N=C(\NS)OC
- total charge = 0
- HOMO energy (Eh) = -0.339
- ΔE to the lowest compared entry with this formula, charge and spin (kcal per mole) = 68.68
- orbital gap (eV) = 9.764

(3)
Computed, not measured: C2H20BeO8 as an isolated structure at a distorted geometry, with the ωB97M-V functional and the def2-TZVPD basis.

Each line ends with the Mulliken charge.
Positions of all 31 atoms, in Å:
Be -0.137 -0.207 0.039  -1.847
O -1.781 0.002 0.127  -0.242
H -2.310 0.578 0.680  0.412
H -2.412 -0.409 -0.464  0.399
O 1.074 -0.083 -1.205  -0.342
H 1.963 0.133 -0.923  0.237
H 1.078 0.070 -2.150  0.333
O 0.526 -1.730 0.083  -0.166
H 0.099 -2.519 0.418  0.320
H 1.324 -2.049 -0.338  0.381
O -0.799 -1.020 -1.266  -0.200
H -0.253 -1.434 -1.935  0.449
H -1.696 -1.153 -1.572  0.250
O -0.741 -0.758 1.500  -0.057
H -1.400 -0.200 1.913  0.370
H -0.587 -1.458 2.134  0.348
O -0.435 1.166 1.116  -0.626
H -0.653 1.364 2.027  0.384
H 0.170 1.862 0.857  0.526
C -0.586 1.539 -1.961  -0.833
O -0.467 1.333 -0.554  -0.105
H 0.259 1.273 -2.595  0.269
H -1.475 1.005 -2.295  0.309
H -0.785 2.594 -2.146  0.446
H -1.034 1.988 -0.140  0.528
C 2.009 -0.683 1.442  -0.694
O 1.178 0.385 0.888  -0.260
H 1.508 -1.124 2.304  0.265
H 2.274 -1.423 0.687  0.296
H 2.886 -0.157 1.818  0.404
H 1.204 1.115 1.511  0.444

Properties
- total charge = +2
- HOMO energy (Eh) = -0.654
- ΔE to the lowest compared entry with this formula, charge and spin (kcal per mole) = 338.62
- orbital gap (eV) = 10.933

(4)
Computed, not measured: C47H37GeN6O4V as an isolated structure, with the ωB97M-V functional and the def2-TZVPD basis.

Each line ends with the Mulliken charge.
Positions of all 96 atoms, in Å:
V 1.092 0.662 -0.169  0.338
O -0.197 7.135 0.665  -0.716
C 0.522 6.713 -0.253  0.293
O 0.751 7.119 -1.401  -0.742
C 1.159 5.324 0.045  -0.052
C 0.791 4.629 1.194  -0.814
C 1.013 3.267 1.227  0.150
N 1.576 2.645 0.193  0.571
C 2.147 3.330 -0.797  0.238
C 1.945 4.692 -0.916  -0.606
C 2.951 2.454 -1.685  0.669
C 3.708 2.934 -2.741  -0.695
C 4.468 2.045 -3.482  -0.632
C 4.448 0.700 -3.147  -0.984
C 3.655 0.296 -2.088  -0.203
N 2.920 1.142 -1.367  0.086
C 0.654 2.320 2.311  0.403
C 0.180 2.727 3.548  -0.433
C -0.095 1.772 4.511  -1.045
C 0.107 0.433 4.210  -0.464
C 0.580 0.104 2.954  0.909
N 0.860 1.017 2.020  0.311
H 0.253 5.176 1.958  0.562
H 2.287 5.286 -1.755  0.544
H 3.712 3.991 -2.968  0.462
H 5.072 2.397 -4.307  0.476
H 5.034 -0.026 -3.692  0.457
H 3.602 -0.747 -1.801  0.450
H 0.038 3.779 3.750  0.516
H -0.459 2.069 5.486  0.458
H -0.090 -0.344 4.936  0.486
H 0.746 -0.929 2.675  -0.766
C -0.560 2.548 -3.773  -2.052
C -0.433 2.034 -2.374  0.720
O 0.336 1.090 -2.158  -0.260
C -1.197 2.685 -1.294  0.975
C -1.573 4.028 -1.422  -0.241
C -2.264 4.678 -0.416  -0.946
C -2.625 3.968 0.722  -1.020
C -2.275 2.634 0.866  -0.167
C -1.544 1.993 -0.123  -0.381
O -1.185 0.668 0.052  0.039
H -0.210 1.790 -4.469  0.362
H 0.076 3.433 -3.874  0.448
H -1.580 2.846 -4.006  0.469
H -1.278 4.588 -2.301  0.441
H -2.478 5.734 -0.500  0.394
H -3.169 4.466 1.514  0.457
H -2.547 2.078 1.755  0.588
Ge -2.609 -0.534 -0.170  0.465
C -2.392 -2.117 0.910  -0.128
C -3.227 -2.207 2.028  -0.784
C -3.307 -3.382 2.762  -0.860
C -2.558 -4.485 2.382  -0.511
C -1.715 -4.406 1.282  -1.129
C -1.631 -3.230 0.552  1.385
C -2.762 -0.745 -2.084  0.065
C -3.179 0.361 -2.828  -0.362
C -3.283 0.281 -4.210  -0.622
C -2.980 -0.906 -4.860  -0.621
C -2.590 -2.019 -4.128  -0.691
C -2.485 -1.940 -2.747  0.097
H -3.763 0.306 0.380  -0.213
H -3.838 -1.359 2.319  0.424
H -3.959 -3.438 3.624  0.418
H -2.628 -5.405 2.947  0.447
H -1.122 -5.263 0.989  0.468
H -0.971 -3.196 -0.305  0.116
H -3.439 1.289 -2.330  0.636
H -3.617 1.141 -4.778  0.492
H -3.068 -0.971 -5.937  0.406
H -2.383 -2.954 -4.633  0.472
H -2.207 -2.824 -2.187  0.417
C 1.187 -3.258 -2.146  -1.185
C 0.848 -1.987 -1.726  -0.660
N 1.185 -1.520 -0.515  2.014
C 1.833 -2.327 0.329  -0.536
C 2.184 -3.636 0.013  0.465
C 1.870 -4.086 -1.268  -0.779
C 2.969 -4.510 0.907  -1.101
C 2.832 -4.812 2.200  -0.963
C 1.792 -4.438 3.174  1.134
C 1.651 -5.211 4.323  -0.843
C 0.639 -4.871 5.201  -0.479
N -0.193 -3.857 4.967  -0.570
C 0.025 -3.186 3.845  -0.677
N 0.980 -3.401 2.948  0.055
H 0.926 -3.588 -3.142  0.551
H 0.325 -1.298 -2.377  0.456
H 2.112 -1.910 1.284  0.639
H 2.165 -5.082 -1.574  0.549
H 3.776 -5.026 0.394  0.402
H 3.547 -5.526 2.594  0.335
H 2.306 -6.048 4.521  0.429
H 0.483 -5.426 6.119  0.412
H -0.651 -2.363 3.638  0.915

Properties
- total charge = +1
- HOMO energy (alpha / beta) (Eh) = -0.368 / -0.368
- expectation value of S² = 3.76
- multiplicity = 4
- ΔE to the lowest compared entry with this formula, charge and spin (kcal per mole) = 6.08
- orbital gap (alpha / beta) (eV) = 6.945 / 6.894